Arrangement one

Computed, not measured: C19H21ClN2O3S in the gas phase, with the ωB97M-V functional and the def2-TZVPD basis.

Summary:
Orbital gap in hartree: 0.3287
SMILES: CCCS(=O)(=O)N1CCc2ccc(NC(=O)c3ccccc3Cl)cc2C1
Lowest unoccupied orbital energy in eV: 0.581
Charge: 0

Cartesian coordinates (Å):
C  3.612  3.600  -0.238
C  4.453  2.338  -0.386
C  4.293  1.405  0.799
S  2.714  0.505  0.716
O  1.618  1.425  0.658
O  2.718  -0.468  1.774
N  2.865  -0.234  -0.803
C  3.582  -1.498  -0.755
C  2.717  -2.712  -1.146
C  1.333  -2.543  -0.600
C  0.655  -3.502  0.132
C  -0.611  -3.235  0.616
C  -1.218  -1.997  0.397
N  -2.484  -1.806  0.953
C  -3.464  -0.879  0.760
O  -4.485  -0.932  1.414
C  -3.272  0.147  -0.313
C  -3.479  -0.192  -1.644
C  -3.388  0.773  -2.632
C  -3.095  2.084  -2.295
C  -2.894  2.438  -0.972
C  -2.990  1.470  0.016
Cl  -2.713  1.892  1.666
C  -0.525  -1.023  -0.316
C  0.728  -1.308  -0.824
C  1.588  -0.287  -1.505
H  3.956  4.189  0.610
H  2.572  3.335  -0.074
H  3.686  4.212  -1.133
H  4.151  1.796  -1.285
H  5.506  2.610  -0.491
H  5.051  0.627  0.821
H  4.289  1.936  1.748
H  3.932  -1.629  0.272
H  4.450  -1.430  -1.421
H  2.667  -2.775  -2.237
H  3.180  -3.625  -0.773
H  1.115  -4.459  0.330
H  -1.135  -3.988  1.188
H  -2.745  -2.500  1.646
H  -3.710  -1.215  -1.898
H  -3.550  0.501  -3.664
H  -3.024  2.838  -3.064
H  -2.664  3.455  -0.699
H  -0.930  -0.037  -0.457
H  1.147  0.707  -1.453
H  1.784  -0.546  -2.551



Arrangement two

Computed, not measured: C19H21ClN2O3S in the gas phase, with the ωB97M-V functional and the def2-TZVPD basis.

Summary:
Orbital gap in hartree: 0.3256
SMILES: CCCS(=O)(=O)N1CCc2ccc(NC(=O)c3ccccc3Cl)cc2C1
Lowest unoccupied orbital energy in eV: 0.552
Charge: 0

Cartesian coordinates (Å):
C  -6.742  -1.714  1.156
C  -6.000  -2.191  -0.086
C  -5.234  -1.061  -0.750
S  -3.788  -0.613  0.262
O  -3.062  -1.813  0.560
O  -4.208  0.217  1.357
N  -2.918  0.284  -0.862
C  -3.067  1.719  -0.762
C  -2.204  2.290  0.361
C  -0.789  1.802  0.248
C  0.249  2.493  0.862
C  1.556  2.054  0.793
C  1.848  0.888  0.092
N  3.142  0.368  -0.024
C  4.301  0.845  0.500
O  4.415  1.881  1.120
C  5.504  0.002  0.185
C  6.666  0.689  -0.160
C  7.838  0.018  -0.452
C  7.872  -1.365  -0.381
C  6.738  -2.067  -0.012
C  5.563  -1.388  0.268
Cl  4.193  -2.330  0.779
C  0.816  0.191  -0.527
C  -0.495  0.636  -0.453
C  -1.571  -0.148  -1.159
H  -6.048  -1.242  1.845
H  -7.220  -2.552  1.657
H  -7.509  -0.989  0.888
H  -5.279  -2.963  0.190
H  -6.707  -2.622  -0.800
H  -4.816  -1.356  -1.708
H  -5.833  -0.162  -0.858
H  -4.121  1.926  -0.575
H  -2.782  2.152  -1.727
H  -2.233  3.381  0.343
H  -2.625  1.953  1.312
H  0.025  3.397  1.409
H  2.347  2.601  1.277
H  3.192  -0.509  -0.526
H  6.623  1.767  -0.190
H  8.723  0.570  -0.725
H  8.782  -1.901  -0.602
H  6.760  -3.143  0.066
H  1.034  -0.719  -1.071
H  -1.513  -1.200  -0.873
H  -1.419  -0.075  -2.246



Arrangement three

Computed, not measured: C19H21ClN2O3S in the gas phase, with the ωB97M-V functional and the def2-TZVPD basis.

Summary:
Orbital gap in hartree: 0.3560
SMILES: CS(=O)(=O)N(CC(=O)N1CCc2ccccc2C1)Cc1ccc(Cl)cc1
Lowest unoccupied orbital energy in eV: 0.480
Charge: 0

Cartesian coordinates (Å):
C  3.914  2.184  0.303
S  3.862  0.379  0.161
O  4.920  -0.155  0.969
O  3.814  0.017  -1.227
N  2.440  -0.148  0.830
C  1.281  -0.240  -0.012
C  0.450  1.040  -0.048
O  0.856  2.077  0.456
N  -0.749  0.960  -0.653
C  -1.616  2.121  -0.676
C  -1.972  2.461  -2.118
C  -2.677  1.286  -2.727
C  -3.664  1.447  -3.691
C  -4.320  0.352  -4.221
C  -3.999  -0.922  -3.780
C  -3.021  -1.090  -2.819
C  -2.351  0.007  -2.289
C  -1.263  -0.243  -1.272
C  2.260  0.069  2.250
C  1.552  -1.112  2.859
C  0.269  -0.997  3.377
C  -0.386  -2.101  3.895
C  0.249  -3.332  3.884
Cl  -0.566  -4.716  4.524
C  1.527  -3.468  3.364
C  2.172  -2.357  2.853
H  4.487  2.553  -0.538
H  2.896  2.552  0.276
H  4.398  2.429  1.238
H  1.669  -0.450  -1.013
H  0.667  -1.082  0.326
H  -1.079  2.938  -0.191
H  -2.529  1.900  -0.110
H  -2.607  3.348  -2.152
H  -1.056  2.679  -2.674
H  -3.915  2.443  -4.024
H  -5.083  0.490  -4.971
H  -4.511  -1.782  -4.184
H  -2.767  -2.082  -2.474
H  -0.445  -0.761  -1.784
H  -1.653  -0.923  -0.500
H  3.269  0.154  2.657
H  1.707  0.996  2.443
H  -0.223  -0.035  3.380
H  -1.381  -2.010  4.301
H  2.009  -4.433  3.362
H  3.165  -2.442  2.439



Out of the structures above, which one is the most stable? Solution: arrangement two.